ORCA calculation (ωB97M-V/def2-TZVPD) on C4H4F3N3 as an isolated structure at a distorted geometry.

The geometry in XYZ format:
```
14
Properties=species:S:1:pos:R:3
C -0.0069 2.3188 0.2769
C -1.1439 2.5089 -0.4808
C 0.0488 0.9918 0.0968
C 1.0349 -1.9016 0.5206
N -1.4383 1.2761 -0.9667
N -0.6568 0.2372 -0.6549
N -0.2392 -2.0896 -0.0114
F 1.4800 -2.9971 1.1434
F 2.0278 -1.6137 -0.3966
F 1.1163 -0.8613 1.4036
H 0.6419 3.1324 0.6297
H -1.8877 3.2749 -0.7421
H -0.6916 -1.4140 -0.2870
H -0.2853 -2.8628 -0.5315
```

Summary:
HOMO energy: -0.379 Ha
frontier orbital gap: 8.659 eV
F_max: 11.70 eV/Å

ORCA calculation (ωB97M-V/def2-TZVPD) on a 4-piece molecular cluster, C3H12NO3S overall at a distorted geometry.

The geometry in XYZ format:
```
20
Properties=species:S:1:pos:R:3
C -0.6391 -0.7198 0.7331
O -1.8186 -0.0292 0.7912
C 0.4911 -0.1301 -0.0938
C 1.7509 -0.9599 0.0883
S 2.5157 -0.5907 1.7483
N 0.2748 0.0430 -1.5324
H -0.7134 -1.7623 0.3512
H -0.2079 -0.8206 1.7295
H 0.7873 0.8663 0.4649
H 1.4290 -2.0059 0.0398
H 2.4790 -0.6967 -0.6958
H 0.9216 1.4553 1.1049
H -0.7402 -0.1726 -1.6235
H 0.3343 1.0341 -1.7568
H -1.9954 2.8028 -0.6555
H -1.9563 1.8455 -1.8305
O -1.6750 2.7307 -1.5591
H -2.2771 -0.0515 -0.2069
H -2.7679 -1.0373 -1.9676
O -2.5240 -0.2221 -1.5349
```

Summary:
HOMO energy: -0.161 Ha
net charge: -1
frontier orbital gap: 6.267 eV
F_max: 4.47 eV/Å

ORCA calculation (ωB97M-V/def2-TZVPD) on a 2-piece molecular cluster, C2H5O2S2 overall at a distorted geometry.

The geometry in XYZ format:
```
11
Properties=species:S:1:pos:R:3
C 0.3637 0.2641 1.0323
S 1.7199 -0.6375 0.2025
S 1.8968 0.3937 -1.5959
H -0.5194 0.0622 0.4263
H 0.5252 1.3422 1.0619
H 0.4361 -0.0832 2.0484
H 1.6510 1.6094 -1.0829
O -2.5327 0.0581 -0.4184
C -2.9298 0.2204 0.7457
O -2.4623 -0.2412 1.8056
H -3.8260 0.9009 0.8720
```

Summary:
HOMO energy: -0.152 Ha
net charge: -1
frontier orbital gap: 7.203 eV
F_max: 1.35 eV/Å